No. 1
The following is a quantum chemistry calculation of a 2-piece molecular cluster, C2H7N2O8S2 overall, from the Open Molecules 2025 dataset.

Values from the calculation:
Gap between HOMO and LUMO (Eh): 0.3527
Energy (a.u.): -1588.28325
Multiplicity: 1
ΔE to the lowest compared entry with this formula, charge and spin (kcal/mol): 21.60
Charge: -1

Each line ends with the Löwdin charge.
Cartesian coordinates (Å):
C: 1.77 -0.51 -0.12  -0.234
C: 2.10 0.85 0.35  -0.640
N: -1.34 -1.81 -2.11  -0.056
N: 2.30 1.91 -0.47  0.154
O: 1.69 -2.19 1.88  -0.283
O: -1.25 0.47 -0.95  -0.278
O: -0.24 -0.69 1.59  -0.346
O: 0.12 -2.42 0.02  -0.348
O: -2.43 -1.40 0.21  -0.171
O: -3.36 -0.50 -1.76  -0.306
O: 3.01 -0.20 0.42  0.048
O: 1.54 1.23 1.59  0.046
S: 0.74 -1.61 0.97  0.452
S: -2.09 -0.68 -1.15  0.504
H: 1.75 -0.86 -1.19  0.152
H: -2.03 -2.41 -2.47  0.044
H: -1.62 -1.56 0.74  0.035
H: 1.96 2.70 0.10  0.113
H: 1.61 1.71 -1.14  0.070
H: 0.91 0.57 1.84  0.018
H: -0.66 -2.37 -1.60  0.028

No. 2
The following is a quantum chemistry calculation of a 25-piece molecular cluster, C28H102F3N48O26 overall, from the Open Molecules 2025 dataset.

Values from the calculation:
Gap between HOMO and LUMO (Eh): 0.2908
Energy (a.u.): -6012.92444
Multiplicity: 1
ΔE to the lowest compared entry with this formula, charge and spin (kcal/mol): 349.26
Charge: -1

Each line ends with the Löwdin charge.
Cartesian coordinates (Å):
C: 0.57 -0.69 -1.74  -0.399
O: 0.88 -0.52 -0.35  -0.124
O: 1.44 -1.72 -2.07  -0.243
C: -0.98 -0.92 -2.01  -0.605
F: -1.60 -1.68 -1.05  0.104
F: -1.63 0.17 -2.04  0.188
F: -1.22 -1.47 -3.19  0.128
C: 0.25 0.58 0.43  -0.176
C: 1.00 0.82 1.75  -0.061
H: 0.76 1.83 2.07  0.062
H: 0.90 0.11 2.57  0.049
H: 2.05 0.79 1.45  0.062
H: -0.76 0.30 0.72  0.103
H: 0.30 1.58 -0.01  0.104
H: 0.87 0.21 -2.28  0.144
C: 3.38 -3.23 0.89  -0.752
O: 4.08 -3.99 1.49  0.046
N: 3.72 -2.71 -0.30  0.163
N: 2.26 -2.63 1.24  0.186
H: 3.04 -2.11 -0.74  0.047
H: 4.52 -3.14 -0.76  0.088
H: 1.98 -2.57 2.21  0.058
H: 1.66 -2.35 0.48  0.068
C: 0.10 7.78 0.03  -0.788
O: -0.44 8.61 0.67  0.056
N: 1.39 7.56 0.06  0.174
N: -0.50 6.89 -0.78  0.150
H: 1.95 7.98 0.78  0.125
H: 1.59 6.65 -0.33  0.072
H: 0.01 6.15 -1.24  0.067
H: -1.50 6.98 -0.88  0.105
C: 2.19 -2.51 -5.57  -0.805
O: 2.58 -2.60 -6.69  0.066
N: 2.23 -1.43 -4.89  0.168
N: 1.62 -3.54 -4.92  0.167
H: 2.12 -1.48 -3.88  0.058
H: 2.71 -0.67 -5.34  0.133
H: 2.10 -4.40 -5.16  0.115
H: 1.09 -3.34 -4.08  0.070
C: 0.25 -5.21 -1.22  -0.702
O: -0.20 -6.36 -1.07  -0.036
N: -0.45 -4.11 -1.04  0.187
N: 1.53 -4.92 -1.44  0.181
H: 0.17 -3.31 -1.05  0.060
H: -1.43 -4.06 -0.81  0.091
H: 2.24 -5.63 -1.38  0.122
H: 1.84 -3.96 -1.48  0.058
C: -5.94 0.88 0.30  -0.756
O: -5.04 0.59 1.13  -0.021
N: -6.27 0.04 -0.58  0.187
N: -6.65 1.94 0.41  0.208
H: -7.12 0.13 -1.11  0.136
H: -5.41 -0.37 -0.91  0.116
H: -7.42 1.97 -0.25  0.125
H: -6.47 2.57 1.18  0.137
C: 3.34 3.61 -5.88  -0.765
O: 4.36 3.31 -6.48  0.021
N: 3.18 3.54 -4.58  0.153
N: 2.21 3.91 -6.45  0.162
H: 2.22 3.31 -4.35  0.037
H: 3.97 3.37 -3.97  0.098
H: 1.47 4.20 -5.83  0.071
H: 1.96 4.07 -7.42  0.117
C: 6.33 0.27 4.30  -0.909
O: 7.48 0.41 4.27  0.081
N: 5.69 0.06 5.42  0.161
N: 5.58 0.05 3.31  0.186
H: 6.14 -0.17 6.29  0.116
H: 4.80 -0.32 5.11  0.032
H: 6.05 0.21 2.43  0.130
H: 4.59 0.05 3.46  0.086
C: 1.74 4.15 -0.66  -0.758
O: 0.56 4.25 -0.83  -0.002
N: 2.68 3.74 -1.50  0.233
N: 2.23 4.48 0.52  0.187
H: 2.41 3.33 -2.38  0.081
H: 3.60 3.51 -1.16  0.083
H: 1.48 4.85 1.09  0.106
H: 3.18 4.25 0.79  0.078
C: 2.97 -2.19 4.48  -0.765
O: 3.34 -1.07 4.58  0.054
N: 3.60 -3.28 4.52  0.194
N: 1.71 -2.57 4.22  0.151
H: 3.32 -4.14 4.06  0.121
H: 4.60 -3.18 4.57  0.137
H: 1.55 -3.57 4.18  0.115
H: 1.00 -1.88 4.10  0.098
C: -3.54 -4.66 -1.99  -0.798
O: -3.74 -3.84 -2.83  -0.013
N: -2.96 -5.73 -2.13  0.217
N: -4.13 -4.73 -0.81  0.202
H: -2.42 -5.71 -2.99  0.130
H: -2.60 -6.37 -1.43  0.125
H: -3.97 -5.54 -0.21  0.127
H: -4.51 -3.86 -0.47  0.092
C: -6.84 -3.52 1.18  -0.743
O: -6.77 -4.18 0.17  0.023
N: -7.50 -3.84 2.25  0.160
N: -6.27 -2.30 1.19  0.172
H: -8.34 -4.41 2.15  0.112
H: -7.09 -3.91 3.17  0.113
H: -6.57 -1.72 1.96  0.109
H: -6.04 -1.87 0.31  0.065
C: -0.44 0.45 -6.71  -0.733
O: 0.63 0.88 -7.10  0.031
N: -1.63 0.66 -7.30  0.145
N: -0.48 -0.27 -5.58  0.170
H: -2.53 0.50 -6.87  0.093
H: -1.63 0.90 -8.29  0.104
H: -1.38 -0.64 -5.30  0.088
H: 0.45 -0.28 -5.19  0.078
C: -0.41 1.96 5.64  -0.873
O: -1.26 2.24 4.87  0.036
N: 0.67 1.49 5.20  0.219
N: -0.40 2.18 6.88  0.205
H: 1.33 1.09 5.85  0.120
H: 0.69 1.23 4.22  0.082
H: 0.41 2.06 7.47  0.130
H: -1.30 2.54 7.18  0.133
C: 5.48 3.56 1.93  -0.695
O: 5.00 3.17 0.86  -0.013
N: 6.70 4.02 2.11  0.190
N: 4.78 3.48 3.06  0.182
H: 7.02 4.13 3.06  0.118
H: 7.27 4.01 1.28  0.129
H: 3.94 2.93 3.03  0.107
H: 5.12 3.59 4.01  0.115
C: -4.80 -1.58 6.13  -0.769
O: -5.41 -2.33 5.35  -0.002
N: -3.80 -0.84 5.91  0.205
N: -5.37 -1.26 7.28  0.133
H: -3.41 -0.25 6.64  0.118
H: -3.20 -1.01 5.12  0.090
H: -6.26 -1.71 7.46  0.108
H: -4.84 -0.89 8.05  0.098
C: -0.81 3.27 -4.27  -0.778
O: 0.40 3.26 -4.22  0.032
N: -1.48 3.03 -3.24  0.181
N: -1.61 3.62 -5.24  0.190
H: -0.95 2.73 -2.44  0.103
H: -2.47 2.92 -3.05  0.125
H: -1.35 3.80 -6.20  0.123
H: -2.58 3.70 -4.95  0.110
C: -1.29 -4.66 2.75  -0.862
O: -2.21 -4.53 3.49  0.066
N: -0.72 -3.61 2.29  0.193
N: -0.90 -5.80 2.29  0.181
H: -0.85 -2.86 2.95  0.067
H: -0.04 -3.48 1.55  0.082
H: 0.09 -6.02 2.38  0.114
H: -1.60 -6.53 2.28  0.116
C: -2.47 -4.67 -5.77  -0.799
O: -2.02 -5.32 -6.67  0.044
N: -1.79 -4.01 -4.89  0.188
N: -3.78 -4.66 -5.56  0.164
H: -0.95 -3.52 -5.17  0.096
H: -2.45 -3.64 -4.23  0.056
H: -4.36 -5.26 -6.14  0.114
H: -4.15 -4.27 -4.71  0.053
C: 7.01 -2.60 -2.80  -0.717
O: 6.66 -2.36 -3.95  0.024
N: 8.15 -3.17 -2.36  0.155
N: 6.17 -2.19 -1.87  0.141
H: 8.76 -3.66 -2.99  0.107
H: 8.40 -3.27 -1.38  0.099
H: 6.50 -2.20 -0.92  0.102
H: 5.35 -1.61 -1.98  0.070
C: -2.42 -0.57 2.92  -0.873
O: -1.60 -1.05 3.62  0.042
N: -2.76 0.68 3.03  0.191
N: -3.13 -1.10 2.03  0.214
H: -3.27 1.11 2.26  0.084
H: -2.20 1.27 3.63  0.055
H: -3.80 -0.58 1.48  0.052
H: -3.06 -2.09 1.86  0.115
C: 4.42 0.99 -1.57  -0.838
O: 5.11 1.81 -2.01  0.091
N: 4.23 0.84 -0.32  0.194
N: 3.85 -0.01 -2.24  0.175
H: 4.48 1.56 0.34  0.057
H: 3.74 0.00 -0.03  0.089
H: 4.07 -0.15 -3.22  0.116
H: 2.96 -0.34 -1.88  0.048
C: -2.14 4.84 2.31  -0.781
O: -2.78 5.39 3.13  0.090
N: -2.43 4.82 1.04  0.155
N: -1.03 4.14 2.42  0.156
H: -1.76 4.93 0.29  0.077
H: -3.33 5.18 0.76  0.114
H: -0.97 3.60 3.27  0.072
H: -0.74 3.77 1.52  0.091
C: -5.82 -1.27 -3.55  -0.865
O: -6.60 -0.37 -3.71  0.028
N: -6.07 -2.55 -3.75  0.191
N: -4.67 -1.12 -3.14  0.184
H: -6.86 -2.96 -4.22  0.124
H: -5.28 -3.14 -3.55  0.049
H: -4.38 -0.16 -3.06  0.130
H: -4.14 -1.91 -2.80  0.088
C: 1.02 5.53 5.39  -0.730
O: 2.04 5.47 4.74  0.014
N: 0.96 6.34 6.47  0.136
N: -0.18 5.26 4.91  0.181
H: 0.12 6.54 7.00  0.091
H: 1.75 6.62 7.04  0.100
H: -0.24 4.93 3.96  0.053
H: -1.01 5.41 5.48  0.114